1.
{"formula": "C35H33N2O4P2SY", "method": "ωB97M-V/def2-TZVPD", "elements": ["Y", "O", "C", "C", "C", "C", "C", "C", "C", "O", "N", "O", "O", "H", "H", "H", "H", "C", "S", "C", "C", "C", "N", "P", "C", "C", "C", "C", "C", "C", "C", "C", "C", "C", "C", "C", "P", "C", "C", "C", "C", "C", "C", "C", "C", "C", "C", "C", "C", "H", "H", "H", "H", "H", "H", "H", "H", "H", "H", "H", "H", "H", "H", "H", "H", "H", "H", "H", "H", "H", "H", "H", "H", "H", "H", "H", "H", "H"], "coordinates": [[-3.183, 0.058, 0.720], [-2.857, 1.620, 2.210], [-2.299, 1.598, 3.333], [-1.823, 0.439, 3.996], [-1.109, 0.621, 5.193], [-0.608, -0.474, 5.831], [-0.810, -1.766, 5.345], [-1.519, -1.969, 4.180], [-2.027, -0.873, 3.480], [-2.696, -1.055, 2.349], [0.187, -0.283, 7.062], [0.377, 0.859, 7.418], [0.601, -1.280, 7.606], [-2.158, 2.561, 3.832], [-0.934, 1.610, 5.599], [-0.395, -2.597, 5.899], [-1.673, -2.963, 3.783], [5.044, 1.712, -3.415], [3.353, 1.888, -2.820], [2.631, 0.369, -3.496], [1.200, 0.185, -2.995], [1.186, -0.154, -1.505], [-0.154, -0.098, -0.867], [-1.265, -1.380, -0.853], [-1.368, -2.023, -2.528], [-0.687, -3.176, -2.913], [-0.706, -3.575, -4.241], [-1.402, -2.829, -5.182], [-2.090, -1.682, -4.802], [-2.074, -1.283, -3.477], [-0.620, -2.728, 0.165], [-1.461, -3.827, 0.345], [-1.068, -4.881, 1.153], [0.167, -4.843, 1.791], [1.008, -3.755, 1.612], [0.618, -2.698, 0.800], [-0.844, 1.304, -0.210], [0.211, 1.849, 1.151], [0.842, 0.888, 1.942], [1.575, 1.272, 3.056], [1.659, 2.614, 3.404], [1.006, 3.571, 2.637], [0.284, 3.194, 1.513], [-0.848, 2.620, -1.427], [-2.025, 2.875, -2.133], [-2.048, 3.824, -3.142], [-0.886, 4.519, -3.454], [0.291, 4.271, -2.759], [0.312, 3.329, -1.743], [5.597, 2.583, -3.071], [5.065, 1.688, -4.503], [5.514, 0.817, -3.011], [3.248, -0.485, -3.207], [2.642, 0.428, -4.585], [0.723, -0.616, -3.561], [0.627, 1.096, -3.180], [1.840, 0.527, -0.954], [1.587, -1.160, -1.363], [-0.143, -3.761, -2.181], [-0.177, -4.469, -4.542], [-1.416, -3.145, -6.217], [-2.634, -1.107, -5.538], [-2.593, -0.373, -3.190], [-2.420, -3.875, -0.161], [-1.718, -5.737, 1.279], [0.478, -5.670, 2.416], [1.977, -3.732, 2.094], [1.296, -1.869, 0.649], [0.769, -0.161, 1.694], [2.085, 0.526, 3.651], [2.237, 2.914, 4.268], [1.073, 4.617, 2.904], [-0.210, 3.952, 0.918], [-2.938, 2.332, -1.899], [-2.963, 4.024, -3.682], [-0.899, 5.258, -4.244], [1.197, 4.803, -3.013], [1.237, 3.136, -1.213]], "forces_ev_per_a": [[-0.1, -0.1, 0.2], [-0.2, 0.1, -0.1], [0.1, 0.1, 0.0], [0.0, -0.1, -0.1], [0.0, 0.0, 0.0], [0.0, 0.0, 0.1], [0.0, -0.1, 0.0], [0.0, 0.1, 0.0], [0.0, 0.0, 0.1], [0.1, 0.0, -0.1], [0.0, 0.0, 0.0], [0.0, 0.0, 0.0], [0.0, 0.0, 0.0], [0.0, 0.0, 0.0], [0.0, 0.0, 0.0], [0.0, 0.0, 0.0], [0.0, 0.0, 0.0], [0.0, 0.0, 0.0], [0.0, 0.0, 0.0], [0.0, 0.0, 0.0], [0.0, 0.1, 0.0], [0.0, 0.0, 0.0], [-0.1, -0.1, 0.0], [0.1, -0.1, 0.0], [0.0, -0.1, 0.0], [0.0, 0.0, 0.0], [0.0, 0.0, 0.0], [0.0, 0.0, 0.0], [0.0, 0.0, 0.0], [0.0, 0.1, 0.0], [0.0, 0.0, -0.1], [0.0, 0.0, 0.0], [0.0, 0.0, 0.0], [0.0, 0.0, 0.0], [0.0, 0.0, 0.0], [0.0, 0.0, 0.0], [0.2, 0.1, 0.0], [0.0, -0.1, 0.0], [0.1, 0.1, 0.0], [0.0, 0.0, 0.0], [0.0, 0.0, 0.0], [0.0, 0.0, 0.0], [0.0, 0.0, 0.0], [0.0, 0.0, 0.0], [0.0, 0.0, 0.0], [0.0, 0.0, 0.0], [0.0, 0.0, 0.0], [0.0, 0.0, 0.0], [0.0, 0.0, 0.0], [0.0, 0.0, 0.0], [0.0, 0.0, 0.0], [0.0, 0.0, 0.0], [0.0, 0.0, 0.0], [0.0, 0.0, 0.0], [0.0, 0.0, 0.0], [0.0, 0.0, 0.0], [0.0, 0.0, 0.0], [0.0, 0.0, 0.0], [0.0, 0.0, 0.0], [0.0, 0.0, 0.0], [0.0, 0.0, 0.0], [0.0, 0.0, 0.0], [0.0, 0.0, 0.0], [0.0, 0.0, 0.0], [0.0, 0.0, 0.0], [0.0, 0.0, 0.0], [0.0, 0.0, 0.0], [0.0, 0.0, 0.0], [0.0, 0.0, 0.0], [0.0, 0.0, 0.0], [0.0, 0.0, 0.0], [0.0, 0.0, 0.0], [0.0, 0.0, 0.0], [0.0, 0.0, 0.0], [0.0, 0.0, 0.0], [0.0, 0.0, 0.0], [0.0, 0.0, 0.0], [0.0, 0.0, 0.0]], "mulliken_charge": [1.52, -0.64, 0.04, 0.41, -0.57, -0.41, -0.54, -0.39, 0.82, -0.94, 1.03, -0.60, -0.59, 0.53, 0.54, 0.55, 0.53, -1.00, 0.10, -1.26, 0.07, -1.03, 1.14, -0.24, 0.81, -0.42, -0.76, -0.54, -0.72, -0.30, 1.65, -0.70, -0.82, -0.59, -0.84, -0.30, 0.36, 0.99, -0.61, -0.68, -0.72, -0.86, -0.62, 0.41, -0.59, -0.79, -0.61, -0.81, -0.54, 0.37, 0.30, 0.30, 0.43, 0.57, 0.05, 0.13, 0.42, 0.57, 0.40, 0.44, 0.44, 0.44, 0.12, 0.47, 0.44, 0.43, 0.49, 0.18, 0.17, 0.61, 0.48, 0.49, 0.52, 0.12, 0.45, 0.43, 0.46, 0.76], "relative_energy_kj_mol": 0.00, "max_force_ev_per_a": 0.25, "lumo_energy_ev": -6.9, "total_energy_ev": -78443.371, "e_homo_ev": -12.75, "total_charge": 2}

=====

2.
{"formula": "C35H33N3O3PtS2Si", "method": "ωB97M-V/def2-TZVPD", "elements": ["Pt", "C", "Si", "C", "C", "C", "C", "C", "C", "N", "C", "S", "H", "H", "H", "H", "H", "H", "H", "H", "H", "H", "H", "H", "O", "S", "C", "C", "C", "C", "C", "C", "C", "C", "C", "C", "C", "C", "H", "H", "H", "H", "H", "H", "H", "H", "H", "H", "O", "C", "N", "C", "C", "O", "N", "C", "C", "C", "C", "C", "C", "C", "C", "C", "C", "C", "C", "H", "H", "H", "H", "H", "H", "H", "H", "H", "H", "H"], "coordinates": [[-0.192, -1.213, 0.450], [-0.070, -6.918, 1.982], [-1.156, -5.776, 3.044], [-2.900, -5.572, 2.325], [-1.341, -6.536, 4.780], [-0.197, -4.138, 3.198], [0.507, -3.766, 4.333], [1.241, -2.583, 4.359], [1.260, -1.771, 3.242], [0.581, -2.088, 2.141], [-0.129, -3.244, 2.124], [-0.965, -3.372, 0.616], [-0.570, -7.863, 1.780], [0.871, -7.138, 2.482], [0.163, -6.450, 1.028], [-3.465, -6.494, 2.444], [-2.868, -5.330, 1.267], [-3.451, -4.778, 2.824], [-1.877, -7.480, 4.708], [-1.904, -5.892, 5.453], [-0.381, -6.746, 5.244], [0.473, -4.400, 5.208], [1.804, -2.307, 5.237], [1.842, -0.860, 3.225], [2.877, -0.890, 0.065], [3.649, 0.195, -0.572], [2.495, 0.884, -1.847], [1.582, -0.013, -2.251], [0.184, 0.293, -2.649], [-0.089, 1.448, -3.617], [1.998, 2.827, -3.253], [2.589, 2.278, -2.187], [3.594, 1.589, 0.567], [2.439, 1.733, 1.494], [2.806, 2.440, 2.748], [3.903, 3.231, 2.810], [4.838, 3.272, 1.755], [4.706, 2.376, 0.693], [1.713, -1.037, -1.907], [-0.295, -0.617, -3.009], [-0.683, 1.073, -4.461], [2.101, 3.886, -3.442], [3.193, 2.900, -1.539], [1.952, 0.764, 1.655], [2.112, 2.369, 3.571], [4.099, 3.810, 3.702], [5.692, 3.928, 1.812], [5.507, 2.273, -0.029], [1.378, 2.609, 0.890], [0.483, 2.043, 0.114], [-0.376, 2.845, -0.552], [-1.203, 2.060, -1.473], [-0.587, 0.616, -1.265], [-1.387, -0.413, -0.939], [0.336, 0.787, -0.128], [-2.666, 2.070, -1.112], [-3.117, 2.551, 0.108], [-4.459, 2.456, 0.439], [-5.353, 1.871, -0.441], [-4.906, 1.389, -1.661], [-3.569, 1.489, -1.996], [-0.909, 2.460, -2.889], [1.200, 2.034, -4.244], [0.880, 2.819, -5.477], [-0.155, 3.682, -5.645], [-1.128, 4.107, -4.717], [-1.378, 3.620, -3.426], [-0.252, 3.839, -0.640], [-2.417, 2.992, 0.804], [-4.798, 2.825, 1.397], [-6.396, 1.783, -0.171], [-5.598, 0.920, -2.347], [-3.215, 1.102, -2.941], [1.812, 1.164, -4.526], [1.555, 2.674, -6.311], [-0.215, 4.169, -6.612], [-1.744, 4.939, -5.033], [-2.052, 4.205, -2.809]], "forces_ev_per_a": [[-0.5, 0.2, 0.2], [-0.4, 0.3, 0.3], [0.0, -0.4, 0.1], [0.5, 0.0, 0.1], [0.2, 0.3, -0.5], [-0.2, -0.2, 0.0], [-0.1, 0.0, -0.1], [0.1, 0.0, 0.1], [0.1, 0.0, 0.1], [-0.1, -0.5, 0.0], [0.1, -0.2, 0.2], [0.0, 0.5, -0.1], [-0.1, -0.1, 0.0], [0.1, 0.0, 0.1], [0.0, 0.1, -0.1], [0.0, -0.2, 0.1], [0.0, 0.0, -0.1], [0.0, 0.1, 0.1], [-0.1, -0.1, -0.1], [-0.1, 0.1, 0.0], [0.2, 0.0, 0.0], [0.1, 0.0, 0.1], [0.0, 0.1, 0.0], [0.0, 0.1, -0.1], [0.3, -0.4, 0.3], [-0.3, 0.7, -0.6], [0.3, -0.8, 0.0], [0.2, 0.0, 0.1], [0.1, 0.1, 0.1], [0.2, -0.1, -0.1], [0.1, -0.1, 0.0], [0.0, 0.4, -0.1], [0.3, 0.0, -0.1], [-0.4, -0.2, -0.2], [0.0, 0.1, 0.0], [-0.2, -0.1, 0.3], [0.0, 0.2, 0.1], [-0.3, -0.4, -0.4], [0.0, 0.1, 0.1], [0.0, 0.1, 0.1], [0.0, 0.0, 0.1], [0.1, 0.1, 0.0], [0.0, 0.1, 0.0], [0.2, 0.1, 0.0], [-0.1, 0.1, 0.1], [0.0, 0.0, 0.0], [0.1, 0.0, 0.0], [0.1, 0.0, 0.0], [0.4, 0.2, 0.4], [-0.5, -0.6, -0.4], [0.0, 0.1, 0.2], [-0.3, 0.0, 0.1], [0.5, 0.4, -0.5], [-0.3, -0.3, -0.1], [0.0, -0.1, 0.5], [0.0, 0.1, 0.0], [0.1, 0.0, -0.1], [-0.1, 0.0, 0.1], [-0.1, 0.0, 0.1], [0.0, -0.1, -0.1], [0.0, 0.1, 0.1], [-0.1, 0.2, -0.1], [-0.2, -0.1, 0.0], [0.0, 0.0, -0.1], [0.3, 0.0, -0.3], [-0.1, 0.2, 0.0], [0.0, -0.2, 0.2], [0.2, 0.0, -0.1], [0.0, 0.0, 0.0], [0.0, 0.0, 0.0], [-0.1, 0.0, 0.0], [0.0, 0.0, 0.0], [0.0, 0.0, -0.1], [0.0, 0.0, 0.0], [0.0, 0.1, -0.1], [0.0, 0.0, 0.0], [0.0, 0.1, 0.0], [-0.1, 0.0, 0.0]], "mulliken_charge": [0.51, -1.02, 0.23, -1.06, -1.12, 0.16, 0.06, -1.06, 0.08, -0.49, 0.22, -0.63, 0.35, 0.33, 0.32, 0.34, 0.34, 0.35, 0.31, 0.34, 0.31, 0.38, 0.39, 0.44, -0.42, -0.04, 1.24, -2.26, -0.08, 0.14, -0.84, -0.61, -0.15, 2.04, -1.12, -0.49, -0.74, 0.09, 0.71, 0.43, 0.70, 0.38, 0.29, -0.99, 0.47, 0.42, 0.43, 0.45, -0.57, -0.46, 0.11, 2.01, 2.34, -1.15, -0.70, -0.46, -0.48, -1.02, -0.46, -1.14, 0.07, -0.60, 0.30, -1.14, -0.42, -0.92, -0.11, 0.35, 0.38, 0.42, 0.41, 0.40, 0.41, 0.71, 0.42, 0.38, 0.39, 0.43], "relative_energy_kj_mol": 338.86, "multiplicity": 3, "max_force_ev_per_a": 0.97, "lumo_energy_ev": [0.4, -1.9], "total_energy_ev": -80235.056, "e_homo_ev": [-7.28, -7.37], "total_charge": 0}